#i
Entry from the Open Molecules 2025 dataset: C9H11BO2 as an isolated structure (ωB97M-V/def2-TZVPD).

```
! wB97M-V def2-TZVPD RIJCOSX def2/J DEFGRID3
* xyz 0 1
B 0.373 1.422 0.240
C -2.574 -0.384 0.502
C -1.832 -1.245 -0.376
C -1.873 0.526 1.233
C -0.573 -1.762 -0.114
C 1.682 -0.747 0.474
C -0.412 0.642 1.411
C 1.680 0.515 -0.243
C 0.323 -1.143 0.855
C 1.566 0.296 -1.819
O 2.653 -1.398 0.691
O -0.146 2.631 -0.215
H -3.627 -0.236 0.318
H -2.440 -1.711 -1.114
H -2.390 1.287 1.911
H -0.314 -2.643 -0.628
H -0.130 0.654 2.419
H 2.592 1.018 -0.097
H 0.512 -1.839 1.773
H 2.511 0.274 -2.415
H 0.915 1.240 -2.063
H 0.997 -0.522 -2.025
H 0.506 3.125 -0.718
*
```

The value obtained for the highest occupied orbital energy is -8.20 eV. The value obtained for the orbital gap is 8.56 eV.

Mulliken atomic charge list, values in e, 8 entries: 0.375, -0.469, -0.383, -0.262, -0.688, 0.224, -0.528, -0.001


#ii
Entry from the Open Molecules 2025 dataset: one molecule with the formula C9H11BO2 (ωB97M-V/def2-TZVPD).

```
! wB97M-V def2-TZVPD RIJCOSX def2/J DEFGRID3
* xyz 0 1
C -0.598 -2.117 -2.310
C -0.752 -1.351 -1.261
C 0.393 -0.632 -0.577
O 1.547 -0.440 -1.450
B 0.859 -2.062 0.496
O 1.559 -2.842 -0.321
C 0.052 0.491 0.283
C 0.298 1.766 -0.150
C -0.149 2.894 0.552
C -0.787 2.734 1.751
C -1.010 1.444 2.236
C -0.581 0.338 1.535
H -1.493 -2.514 -2.907
H 0.382 -2.262 -2.660
H -1.663 -0.895 -0.817
H 2.027 0.376 -1.317
H 0.982 -2.299 1.693
H 1.536 -2.603 -1.186
H 0.836 1.876 -1.123
H -0.100 3.981 0.087
H -1.107 3.569 2.355
H -1.496 1.172 3.145
H -0.735 -0.624 1.947
*
```

The SMILES is C=C[C@](O)(BO)c1ccccc1. The value obtained for the highest occupied orbital energy is -8.39 eV. The value obtained for the orbital gap is 9.07 eV.

Mulliken atomic charge list, values in e, 8 entries: -0.926, 0.050, 0.645, -0.556, 0.671, -0.559, 0.100, -0.351


Going by the computed energies, the most stable comes first: #ii, #i.


#i
Entry from the Open Molecules 2025 dataset: one molecule with the formula C7H13NO2 (ωB97M-V/def2-TZVPD).

```
! wB97M-V def2-TZVPD RIJCOSX def2/J DEFGRID3
* xyz 0 1
C 1.019 -1.527 -1.296
C 0.913 -0.638 -0.301
C 2.212 0.021 0.172
O 3.192 -0.645 0.309
O 2.144 1.349 0.295
C -0.305 -0.218 0.474
C -0.039 -0.293 1.991
C -1.537 -1.084 0.099
N -0.510 1.217 -0.001
C -1.081 1.535 -1.243
H 0.346 -2.058 -1.834
H 2.078 -1.552 -1.738
H 1.246 1.637 0.006
H -0.859 -0.020 2.610
H 0.693 0.338 2.287
H 0.391 -1.230 2.157
H -2.193 -0.767 0.865
H -1.375 -2.081 0.277
H -2.003 -0.903 -0.838
H -0.749 1.867 0.783
H -2.080 1.233 -1.509
H -1.120 2.617 -1.400
H -0.384 1.203 -2.166
*
```

The SMILES is C=C(C(=O)O)C(C)(C)NC. The value obtained for the highest occupied orbital energy is -9.39 eV. The value obtained for the orbital gap is 10.09 eV.

Mulliken atomic charge list, values in e, 8 entries: -1.266, 0.106, 0.091, -0.561, -0.555, 2.315, -1.962, -2.250


#ii
Entry from the Open Molecules 2025 dataset: a 2-piece molecular cluster, C7H13NO2 overall (ωB97M-V/def2-TZVPD).

```
! wB97M-V def2-TZVPD RIJCOSX def2/J DEFGRID3
* xyz 0 1
C 0.142 2.024 -0.075
C 0.284 0.626 0.462
O -0.038 0.322 1.591
C 1.164 -0.345 -0.407
C 2.438 0.343 -0.899
C 1.502 -1.617 0.365
H -0.196 1.980 -1.108
H 1.093 2.548 -0.029
H -0.580 2.577 0.523
H 0.555 -0.603 -1.283
H 2.217 1.159 -1.582
H 3.058 -0.377 -1.432
H 3.011 0.731 -0.058
H 2.066 -2.306 -0.260
H 2.112 -1.378 1.235
H 0.595 -2.104 0.716
O -1.995 -0.219 -1.582
C -2.423 -0.331 -0.476
C -3.217 -1.040 0.530
N -2.605 0.305 0.700
H -4.298 -1.033 0.497
H -2.770 -1.880 1.049
H -2.114 0.616 1.526
*
```

The SMILES is CC(=O)C(C)C.O=C1CN1. The value obtained for the highest occupied orbital energy is -9.69 eV. The value obtained for the orbital gap is 10.60 eV.

Mulliken atomic charge list, values in e, 8 entries: -1.463, 0.584, -0.638, 0.951, -1.643, -1.477, 0.338, 0.440


Going by the computed energies, the most stable comes first: #i, #ii.


#i
Entry from the Open Molecules 2025 dataset: one molecule with the formula Cl3H2N3 (ωB97M-V/def2-TZVPD).

```
! wB97M-V def2-TZVPD RIJCOSX def2/J DEFGRID3
* xyz 0 1
N -0.964 -0.637 0.683
N 0.301 -0.376 0.263
Cl 0.546 -0.873 -1.620
N 0.695 0.880 0.400
Cl -0.276 1.918 -0.701
Cl 2.370 0.977 0.107
H -1.665 -0.199 0.124
H -1.008 -1.690 0.743
*
```

The SMILES is NN(Cl)N(Cl)Cl. The value obtained for the highest occupied orbital energy is -10.00 eV. The value obtained for the orbital gap is 9.06 eV.

Charges per atom according to Mulliken partitioning, unit e: -0.419, -0.063, -0.153, 0.086, -0.055, 0.031, 0.279, 0.293


#ii
Entry from the Open Molecules 2025 dataset: a 2-piece molecular cluster, Cl3H2N3 overall (ωB97M-V/def2-TZVPD).

```
! wB97M-V def2-TZVPD RIJCOSX def2/J DEFGRID3
* xyz 0 1
N 1.191 0.288 -0.559
N 0.806 0.203 0.709
N -1.101 -1.020 0.660
Cl 0.308 1.637 1.368
Cl -1.113 -1.720 -0.920
Cl -2.298 0.089 0.877
H 0.974 1.223 -1.051
H 1.232 -0.701 -1.084
*
```

The value obtained for the highest occupied orbital energy (spin up / spin down) is -8.12 / -9.03 eV. The value obtained for the orbital gap (spin up / spin down) is 7.37 / 9.09 eV.

Charges per atom according to Mulliken partitioning, unit e: -0.287, -0.049, -0.098, -0.048, -0.086, 0.005, 0.276, 0.287


Going by the computed energies, the most stable comes first: #i, #ii.


#i
Entry from the Open Molecules 2025 dataset: an isolated ion of composition CH3O4S and charge -1 (ωB97M-V/def2-TZVPD).

```
! wB97M-V def2-TZVPD RIJCOSX def2/J DEFGRID3
* xyz -1 1
C 0.187 -0.898 1.210
O 0.646 -0.059 -2.124
O -0.503 2.076 -2.328
O -0.647 0.265 1.067
O -0.171 1.232 0.120
S -0.483 0.757 -1.665
H -0.238 -1.378 2.030
H 1.105 -0.388 1.314
H 0.102 -1.607 0.377
*
```

The value obtained for the highest occupied orbital energy is -3.85 eV. The value obtained for the orbital gap is 7.93 eV.

Mulliken atomic charge list, values in e, 8 entries: -0.506, -0.553, -0.574, -0.248, -0.316, 0.496, 0.254, 0.231


#ii
Entry from the Open Molecules 2025 dataset: an isolated ion of composition CH3O4S and charge -1 (ωB97M-V/def2-TZVPD).

```
! wB97M-V def2-TZVPD RIJCOSX def2/J DEFGRID3
* xyz -1 1
C -1.009 -0.217 0.105
S 0.533 -0.824 -0.085
O 0.705 -1.938 -0.996
O 1.230 -0.913 1.221
O 1.954 0.242 -0.762
O 2.029 1.225 0.239
H -0.725 0.610 0.615
H -1.656 0.007 -0.760
H 2.047 0.556 1.023
*
```

The SMILES is C=[S@](=O)([O-])OO. The value obtained for the highest occupied orbital energy is -4.21 eV. The value obtained for the orbital gap is 8.41 eV.

Mulliken atomic charge list, values in e, 8 entries: -0.775, 1.026, -0.668, -0.744, -0.351, -0.426, 0.271, 0.261


Going by the computed energies, the most stable comes first: #i, #ii.


#i
Entry from the Open Molecules 2025 dataset: one molecule with the formula C2H3BrO (ωB97M-V/def2-TZVPD).

```
! wB97M-V def2-TZVPD RIJCOSX def2/J DEFGRID3
* xyz 0 1
C -1.000 0.427 0.146
C 0.142 -0.014 -0.330
O 0.871 -0.931 0.249
Br 2.632 -0.826 0.450
H -1.779 0.954 -0.415
H -1.426 -0.177 0.984
H 0.559 0.566 -1.085
*
```

The SMILES is C=COBr. The value obtained for the highest occupied orbital energy is -9.36 eV. The value obtained for the orbital gap is 8.91 eV.

Charges per atom according to Mulliken partitioning, unit e: -0.729, 0.147, -0.360, 0.087, 0.267, 0.233, 0.354


#ii
Entry from the Open Molecules 2025 dataset: one molecule with the formula C2H3BrO (ωB97M-V/def2-TZVPD).

```
! wB97M-V def2-TZVPD RIJCOSX def2/J DEFGRID3
* xyz 0 1
C 0.618 0.642 -0.215
C -0.597 0.331 0.153
O -1.095 -0.822 0.487
Br 0.124 -2.631 -0.073
H 0.983 1.624 -0.589
H 1.371 -0.233 -0.254
H -1.405 1.089 0.490
*
```

The SMILES is C=COBr. The value obtained for the highest occupied orbital energy (spin up / spin down) is -9.34 / -9.36 eV. The value obtained for the orbital gap (spin up / spin down) is 6.37 / 6.35 eV.

Charges per atom according to Mulliken partitioning, unit e: -0.772, 0.549, -0.409, 0.065, 0.235, 0.074, 0.259


Going by the computed energies, the most stable comes first: #i, #ii.